Entry 1:
This record from the Open Molecules 2025 dataset describes 7 unconnected molecules or ions with the total composition C20H41N3O11S4. The level of theory is ωB97M-V/def2-TZVPD.

DFT total energy, eV: -91732.3753
Molecular weight, g/mol: 627.83
Gap between HOMO and LUMO, eV: 7.0
LUMO energy, eV: -0.1
Charge: 0

Positions of all 79 atoms, in Å:
N  -0.073  -0.091  -0.735
H  -1.077  -0.377  -0.921
H  0.614  -0.821  -0.538
H  -0.152  0.592  0.025
H  0.232  0.477  -1.533
N  -3.456  -1.411  -1.431
O  -3.634  -1.736  -2.594
O  -2.577  -0.590  -1.135
O  -4.109  -1.885  -0.541
N  -0.344  -1.157  -4.556
C  -0.009  -1.804  -3.424
C  1.342  -1.673  -3.129
C  1.877  -0.972  -4.244
C  0.759  -0.605  -5.013
H  -1.306  -1.018  -4.780
H  -0.857  -2.207  -2.890
H  1.913  -2.115  -2.326
H  2.925  -0.746  -4.346
H  0.638  -0.083  -5.944
C  5.097  -2.805  0.428
C  4.765  -1.655  1.434
C  3.318  -1.855  1.942
S  2.537  -2.941  0.725
O  1.434  -2.223  0.138
O  2.225  -4.243  1.300
C  3.903  -2.982  -0.407
H  5.240  -3.731  0.988
H  5.955  -2.587  -0.208
H  4.832  -0.701  0.889
H  5.518  -1.585  2.230
H  2.710  -0.968  2.109
H  3.262  -2.460  2.855
H  3.779  -2.161  -1.123
H  3.836  -3.976  -0.867
C  -2.051  -4.240  4.228
C  -1.850  -2.851  4.872
C  -2.162  -1.734  3.813
S  -2.201  -2.694  2.312
O  -1.318  -2.043  1.373
O  -3.584  -2.990  2.010
C  -1.464  -4.190  2.815
H  -3.122  -4.470  4.196
H  -1.592  -5.007  4.846
H  -0.819  -2.709  5.210
H  -2.502  -2.789  5.760
H  -1.294  -1.063  3.742
H  -3.181  -1.327  3.814
H  -0.383  -4.113  2.785
H  -1.935  -4.892  2.125
C  -2.003  4.090  -4.102
C  -1.081  3.372  -5.152
C  0.356  3.434  -4.584
S  0.057  3.401  -2.845
O  0.764  4.516  -2.292
O  0.467  2.104  -2.405
C  -1.679  3.585  -2.745
H  -3.070  4.077  -4.295
H  -1.754  5.161  -4.202
H  -1.133  3.877  -6.103
H  -1.359  2.329  -5.317
H  0.894  4.343  -4.835
H  0.911  2.516  -4.775
H  -1.885  4.217  -1.880
H  -2.100  2.605  -2.530
C  0.287  4.063  3.207
C  -0.632  3.203  4.104
C  -1.862  2.859  3.260
S  -1.278  2.751  1.610
O  -1.960  3.716  0.777
O  -1.242  1.340  1.250
C  0.408  3.372  1.848
H  1.268  4.119  3.678
H  -0.032  5.106  3.141
H  -0.928  3.749  4.992
H  -0.055  2.298  4.326
H  -2.554  3.695  3.274
H  -2.231  1.842  3.376
H  0.710  3.980  1.005
H  1.054  2.485  1.933

Entry 2:
This record from the Open Molecules 2025 dataset describes a molecular structure, C20H41N4O8P2PdSSe2. The level of theory is ωB97M-V/def2-TZVPD.

DFT total energy, eV: -207338.6751
Molecular weight, g/mol: 823.92
Gap between HOMO and LUMO, eV: 6.2
LUMO energy, eV: 2.3
Charge: -1

Positions of all 79 atoms, in Å:
Pd  -0.242  -0.258  -0.581
C  5.436  0.876  0.198
N  4.271  0.756  -0.658
C  4.546  0.137  -1.950
P  2.817  0.433  0.082
O  1.907  -0.185  -0.905
O  2.348  1.840  0.686
P  1.580  3.084  -0.040
O  0.763  2.814  -1.217
N  2.887  4.039  -0.404
C  3.987  4.292  0.496
C  2.707  5.061  -1.420
N  0.710  3.731  1.206
C  1.224  3.685  2.564
C  -0.753  3.673  1.144
N  3.000  -0.444  1.448
C  2.727  -1.879  1.397
C  3.240  0.084  2.773
H  6.203  1.465  -0.310
H  5.862  -0.103  0.454
H  5.186  1.385  1.129
H  5.243  0.770  -2.505
H  3.624  0.038  -2.516
H  4.995  -0.857  -1.837
H  4.112  3.465  1.191
H  3.848  5.216  1.075
H  4.915  4.391  -0.077
H  1.886  4.781  -2.074
H  3.620  5.142  -2.018
H  2.498  6.044  -0.978
H  2.308  3.793  2.580
H  0.956  2.739  3.050
H  0.797  4.510  3.140
H  -1.075  3.528  0.117
H  -1.160  4.611  1.532
H  -1.131  2.831  1.729
H  2.416  -2.176  0.397
H  1.898  -2.103  2.074
H  3.614  -2.448  1.693
H  3.273  1.171  2.756
H  4.184  -0.296  3.181
H  2.420  -0.212  3.434
O  -4.688  -0.560  3.275
C  -3.983  -1.704  2.795
C  -2.893  -1.285  1.799
C  -2.032  -2.529  1.531
O  -2.806  -3.693  1.212
C  -3.587  -0.793  0.531
Se  -2.534  0.257  -0.751
C  -2.064  -0.176  2.452
Se  -0.263  0.142  1.752
H  -5.460  -0.866  3.755
H  -4.677  -2.390  2.298
H  -3.510  -2.229  3.640
H  -1.397  -2.726  2.404
H  -1.374  -2.357  0.682
H  -3.188  -4.037  2.023
H  -4.396  -0.124  0.825
H  -4.015  -1.649  0.005
H  -1.885  -0.429  3.501
H  -2.628  0.755  2.425
C  -6.013  -3.400  -3.722
C  -4.535  -3.219  -3.493
C  -3.737  -2.596  -4.450
C  -2.389  -2.380  -4.220
C  -1.820  -2.795  -3.024
C  -2.593  -3.428  -2.068
C  -3.945  -3.636  -2.306
S  -0.114  -2.412  -2.694
O  0.651  -2.859  -3.837
O  -0.129  -0.919  -2.603
O  0.204  -3.053  -1.424
H  -6.247  -3.431  -4.787
H  -6.578  -2.574  -3.283
H  -6.374  -4.324  -3.266
H  -4.182  -2.266  -5.382
H  -1.771  -1.879  -4.954
H  -2.142  -3.741  -1.137
H  -4.549  -4.118  -1.545

Entry 3:
This record from the Open Molecules 2025 dataset describes 5 unconnected molecules or ions with the total composition C20H41NO11PS. The level of theory is ωB97M-V/def2-TZVPD.

DFT total energy, eV: -65532.6827
Molecular weight, g/mol: 534.59
Gap between HOMO and LUMO, eV: 5.4
LUMO energy, eV: -5.8
Charge: +1

Positions of all 75 atoms, in Å:
O  1.826  2.654  0.963
P  1.944  3.538  -0.342
O  2.055  2.484  -1.767
O  3.398  4.531  -0.341
C  0.400  4.635  -0.588
C  -1.111  3.947  -0.438
N  -1.947  5.218  -0.696
C  -1.319  6.357  -0.235
S  -1.792  8.169  -0.297
C  0.109  5.874  0.484
H  2.142  3.157  -2.525
H  3.214  5.416  -0.786
H  0.524  5.215  -1.608
H  -1.289  3.311  -1.408
H  -1.291  3.424  0.620
H  -2.868  5.275  -1.198
H  -0.855  8.748  -1.210
H  -0.252  5.253  1.434
H  0.943  6.677  0.654
O  2.343  -2.743  5.250
C  2.629  -2.100  4.242
O  1.896  -1.024  3.886
C  2.248  -0.109  2.831
C  1.798  -0.639  1.484
C  3.746  -2.554  3.349
H  3.316  0.128  2.859
H  1.719  0.826  3.043
H  2.285  -1.587  1.239
H  2.025  0.080  0.692
H  0.721  -0.832  1.489
H  3.383  -3.354  2.701
H  4.558  -2.934  3.976
H  4.176  -1.759  2.742
O  0.368  1.127  -5.012
C  1.537  0.754  -5.079
O  2.246  0.922  -6.214
C  3.660  0.681  -6.339
C  3.937  -0.787  -6.595
C  2.165  0.030  -3.924
H  4.201  1.070  -5.470
H  3.999  1.265  -7.201
H  3.593  -1.414  -5.768
H  5.007  -0.959  -6.736
H  3.403  -1.127  -7.489
H  1.860  -1.018  -3.950
H  1.814  0.488  -2.995
H  3.253  0.093  -3.902
O  1.166  -4.980  0.506
C  0.257  -4.937  1.332
O  -0.156  -3.755  1.834
C  -1.318  -3.582  2.667
C  -0.993  -3.882  4.117
C  -0.349  -6.206  1.854
H  -2.160  -4.171  2.290
H  -1.611  -2.531  2.575
H  -0.673  -4.917  4.253
H  -1.865  -3.704  4.752
H  -0.169  -3.250  4.463
H  0.298  -6.618  2.631
H  -0.425  -6.920  1.028
H  -1.358  -6.086  2.245
O  -4.774  -2.509  2.862
C  -4.938  -1.888  1.814
O  -4.144  -0.842  1.506
C  -4.142  -0.164  0.235
C  -5.237  0.882  0.180
C  -6.081  -2.233  0.904
H  -4.196  -0.880  -0.590
H  -3.169  0.332  0.150
H  -6.229  0.435  0.284
H  -5.202  1.427  -0.768
H  -5.127  1.596  1.003
H  -6.994  -1.773  1.287
H  -6.198  -3.320  0.892
H  -5.927  -1.932  -0.131

Entry 4:
This record from the Open Molecules 2025 dataset describes a molecular structure, C20H42AlN2OP2. The level of theory is ωB97M-V/def2-TZVPD.

DFT total energy, eV: -51611.6257
Multiplicity: 2
Molecular weight, g/mol: 415.50
Gap between HOMO and LUMO (alpha / beta), eV: 5.5 / 9.6
LUMO energy (alpha / beta), eV: -6.0 / -6.1
Expectation value of S²: 0.753
Charge: +2

Positions of all 68 atoms, in Å:
C  -0.481  2.563  -2.881
C  -0.280  1.328  -3.721
N  -0.346  0.118  -3.100
C  -0.144  -1.017  -3.831
C  0.185  -0.947  -5.171
C  0.234  0.277  -5.816
C  -0.013  1.429  -5.073
C  -0.117  -2.379  -3.200
P  -0.013  -2.245  -1.364
H  0.018  2.417  -5.526
H  0.460  -1.868  -5.681
H  0.500  0.332  -6.866
C  1.531  2.727  -1.530
C  -0.575  3.411  -0.598
H  0.791  -2.909  -3.542
H  -1.544  2.832  -2.794
H  0.012  3.402  -3.394
C  1.576  -3.183  -1.257
C  -1.180  -3.554  -0.827
H  1.853  -3.228  -0.195
H  1.452  -4.204  -1.662
H  2.358  -2.671  -1.841
H  -1.313  -3.454  0.259
H  -2.151  -3.419  -1.320
H  -0.790  -4.555  -1.062
H  -0.316  4.432  -0.934
H  -1.663  3.273  -0.618
H  -0.237  3.276  0.438
H  1.652  3.780  -1.836
H  1.964  2.605  -0.530
H  2.068  2.082  -2.236
Al  -0.587  0.424  -1.215
H  0.255  0.071  0.229
O  -2.207  1.034  -0.866
H  -0.943  -3.047  -3.478
H  -3.074  0.672  -1.052
N  0.080  2.406  -1.487
C  -2.418  1.453  2.117
C  -0.986  1.317  2.645
C  -1.092  1.027  4.149
P  0.128  0.166  1.784
C  1.884  0.558  2.077
C  2.138  1.052  3.502
C  2.808  -0.591  1.657
C  -0.307  -1.538  2.241
C  0.266  -1.940  3.600
C  -1.823  -1.791  2.182
H  -3.024  0.567  2.342
H  -2.470  1.622  1.037
H  -2.870  2.316  2.631
H  -0.488  2.294  2.505
H  -1.738  0.164  4.365
H  -0.128  0.888  4.647
H  -1.570  1.900  4.613
H  2.079  1.405  1.396
H  1.948  0.272  4.253
H  3.195  1.333  3.587
H  1.536  1.939  3.738
H  2.688  -0.847  0.595
H  3.850  -0.275  1.805
H  2.643  -1.497  2.256
H  0.167  -2.159  1.459
H  -0.189  -1.360  4.415
H  0.022  -3.000  3.761
H  1.355  -1.833  3.664
H  -2.295  -1.459  1.244
H  -1.989  -2.873  2.281
H  -2.340  -1.319  3.028

Entry 5:
This record from the Open Molecules 2025 dataset describes 4 unconnected molecules or ions with the total composition C20H42BN2O12PS3. The level of theory is ωB97M-V/def2-TZVPD.

DFT total energy, eV: -91445.6801
Molecular weight, g/mol: 640.55
Gap between HOMO and LUMO, eV: 9.8
LUMO energy, eV: 0.5
Charge: 0

Positions of all 81 atoms, in Å:
C  -3.903  3.662  -3.226
C  -4.131  2.301  -2.533
N  -2.933  1.449  -2.442
C  -1.891  2.015  -1.600
C  -0.556  2.063  -2.328
O  -0.314  2.630  -3.360
O  0.374  1.352  -1.662
C  -0.078  1.038  -0.340
P  0.876  2.053  0.877
N  1.287  3.455  0.345
O  2.079  1.144  1.380
O  0.024  2.163  2.223
C  -1.589  1.255  -0.286
B  -2.448  -0.068  -0.055
O  -3.807  0.004  0.160
O  -1.784  -1.246  -0.010
C  -2.494  -2.449  0.320
C  -2.862  -2.552  1.797
H  -4.157  4.484  -2.555
H  -2.853  3.792  -3.490
H  -4.527  3.770  -4.110
H  -4.867  1.739  -3.105
H  -4.493  2.461  -1.517
H  -2.575  1.333  -3.384
H  -2.083  3.066  -1.355
H  0.234  0.006  -0.165
H  0.982  3.608  -0.609
H  2.357  0.500  0.708
H  -0.273  3.084  2.260
H  -1.882  1.927  0.523
H  -4.243  0.573  -0.482
H  -3.369  -2.569  -0.318
H  -1.819  -3.264  0.060
H  -2.168  -3.193  2.336
H  -3.843  -2.998  1.879
H  -2.851  -1.580  2.289
O  5.099  6.371  -2.683
S  5.150  5.202  -3.524
O  6.295  4.959  -4.364
C  4.811  3.757  -2.523
C  3.295  3.605  -2.577
C  2.900  3.856  -4.038
C  3.639  5.119  -4.500
H  5.206  3.922  -1.522
H  5.316  2.914  -2.996
H  2.980  2.619  -2.237
H  2.827  4.345  -1.926
H  3.205  3.005  -4.651
H  1.823  3.966  -4.147
H  3.915  5.089  -5.551
H  3.074  6.025  -4.291
O  5.491  -2.362  -1.119
S  4.957  -1.227  -0.414
O  3.581  -0.826  -0.607
C  5.284  -1.423  1.336
C  6.647  -0.768  1.533
C  6.611  0.532  0.718
C  6.037  0.190  -0.663
H  5.256  -2.483  1.579
H  4.503  -0.891  1.879
H  6.845  -0.580  2.587
H  7.433  -1.425  1.155
H  5.967  1.258  1.216
H  7.599  0.980  0.626
H  5.447  0.999  -1.088
H  6.809  -0.116  -1.366
O  -5.308  -4.873  2.359
S  -4.610  -5.388  3.510
O  -3.225  -5.073  3.747
C  -5.570  -5.013  4.975
C  -6.509  -6.205  5.121
C  -5.655  -7.451  4.843
C  -4.840  -7.172  3.573
H  -6.076  -4.062  4.827
H  -4.873  -4.944  5.809
H  -6.958  -6.236  6.113
H  -7.315  -6.135  4.389
H  -4.980  -7.625  5.683
H  -6.267  -8.343  4.724
H  -3.860  -7.642  3.586
H  -5.377  -7.459  2.671

Entry 6:
This record from the Open Molecules 2025 dataset describes 9 unconnected molecules or ions with the total composition C20H42Br16ClNOP. The level of theory is ωB97M-V/def2-TZVPD.

DFT total energy, eV: -1167449.5180
Molecular weight, g/mol: 1657.45
Gap between HOMO and LUMO, eV: 4.2
LUMO energy, eV: 1.7
Charge: -1

Positions of all 82 atoms, in Å:
C  2.982  3.585  0.970
P  2.904  2.162  -0.280
O  3.179  0.701  0.694
N  1.311  1.899  -1.010
C  0.258  2.866  -0.541
C  -0.285  2.631  0.990
C  -1.539  1.573  1.118
Cl  -3.028  2.003  0.100
H  3.895  4.325  0.761
H  2.038  4.264  1.062
H  3.185  3.122  2.049
H  4.193  0.582  0.727
H  0.599  4.008  -0.616
H  -0.670  2.783  -1.283
H  0.599  2.165  1.641
H  -0.572  3.646  1.504
H  -1.132  0.477  0.948
H  -1.882  1.608  2.260
Br  -3.296  -1.292  2.424
C  -2.419  -2.718  1.422
C  -2.539  -2.493  -0.067
Br  -4.322  -2.955  -0.710
H  -2.861  -3.661  1.756
H  -1.372  -2.682  1.735
H  -1.860  -3.155  -0.612
H  -2.350  -1.459  -0.366
Br  -5.570  5.055  -0.452
C  -6.302  4.232  1.158
C  -6.030  5.081  2.378
Br  -4.179  4.901  2.966
H  -5.876  3.227  1.225
H  -7.377  4.154  0.974
H  -6.632  4.742  3.226
H  -6.210  6.147  2.214
Br  6.266  2.475  2.239
C  6.776  4.077  3.228
C  7.323  5.140  2.303
Br  9.152  4.730  1.760
H  7.487  3.764  3.998
H  5.855  4.420  3.707
H  7.389  6.102  2.817
H  6.738  5.261  1.387
Br  -4.424  -6.484  -1.698
C  -5.157  -7.307  -0.087
C  -4.885  -6.458  1.132
Br  -3.034  -6.638  1.721
H  -4.731  -8.312  -0.020
H  -6.232  -7.385  -0.272
H  -5.487  -6.797  1.980
H  -5.065  -5.392  0.968
Br  -0.731  -8.134  -1.230
C  -0.740  -6.286  -1.853
C  0.572  -5.600  -1.551
Br  0.694  -5.106  0.332
H  -1.602  -5.797  -1.390
H  -0.902  -6.351  -2.933
H  0.649  -4.656  -2.098
H  1.446  -6.218  -1.776
Br  5.983  -1.121  -1.324
C  7.196  -1.176  0.203
C  6.755  -2.208  1.214
Br  5.243  -1.566  2.267
H  7.242  -0.162  0.610
H  8.170  -1.439  -0.217
H  7.548  -2.398  1.943
H  6.449  -3.156  0.762
Br  -7.024  -1.774  -5.110
C  -8.508  -1.822  -3.845
C  -8.044  -2.256  -2.475
Br  -7.747  -4.183  -2.406
H  -9.271  -2.479  -4.274
H  -8.891  -0.798  -3.817
H  -8.818  -2.061  -1.726
H  -7.112  -1.778  -2.160
Br  3.619  4.465  -2.472
C  5.493  4.999  -2.377
C  6.336  4.213  -3.354
Br  6.678  2.407  -2.701
H  5.807  4.876  -1.336
H  5.499  6.062  -2.630
H  7.325  4.668  -3.463
H  5.876  4.114  -4.341

- molecular weight of number 5 (C20H42BN2O12PS3)?
  640.55 g/mol

- Among the records above, which one has the highest molecular weight?
  C20H42Br16ClNOP

- What is the formula in the fourth record?
  C20H42AlN2OP2